Entry 1:
Formula: C7H12OSSi
Source: OMol25
Level of theory: the ωB97M-V functional and the def2-TZVPD basis

## Properties
Energy relative to the best compared isomer or geometry (same formula, charge and spin) ... 400.0 kJ/mol
Total charge ... 0
Gap between HOMO and LUMO (spin up / spin down) ... 7.77 / 7.72 eV
E ... -1036.6824 Ha
Multiplicity ... 1
E_HOMO (spin up / spin down) ... -0.266 / -0.266 hartree
Strongest force on any atom ... 0.082 hartree/bohr

Element x y z (Å)
C (-2.6288, -2.1986, -0.0520)
C (-2.0046, -1.1736, 0.0661)
C (1.5971, -0.5770, 0.5838)
C (1.2992, -1.9655, 1.0584)
C (-1.3566, 1.5046, -1.2902)
C (-1.1520, 1.0203, 1.9858)
C (4.2286, 0.3721, -0.9374)
O (0.6195, 0.0634, -0.1151)
Si (-0.9936, 0.3201, 0.1701)
S (3.3595, -0.4786, 0.2383)
H (-2.8809, -3.1571, -0.3777)
H (1.9373, -2.2263, 1.7856)
H (1.3545, -2.6064, 0.2586)
H (0.2461, -1.9384, 1.3903)
H (-0.3585, 1.6795, -1.7753)
H (-2.0791, 1.2673, -2.1257)
H (-1.8035, 2.5205, -0.9962)
H (-1.7134, 0.3289, 2.5138)
H (-0.1534, 1.0220, 2.5258)
H (-1.8188, 1.9455, 2.0965)
H (3.6602, 1.0601, -1.6299)
H (5.3799, 0.6239, -0.6521)

Entry 2:
Formula: C7H12S
Source: OMol25
Level of theory: the ωB97M-V functional and the def2-TZVPD basis

## Properties
Energy relative to the best compared isomer or geometry (same formula, charge and spin) ... 325.6 kJ/mol
Total charge ... 0
Gap between HOMO and LUMO ... 9.90 eV
E ... -671.9929 Ha
Structure (SMILES) ... C=C1C[C@H]1C[C@@H](C)S
Multiplicity ... 1
E_HOMO ... -0.332 hartree
Strongest force on any atom ... 0.077 hartree/bohr

Element x y z (Å)
C (-2.2539, -0.9384, 1.5043)
C (-1.1006, -0.4134, 1.7343)
C (0.1818, -0.3036, 2.4657)
C (-0.1279, 0.4558, 1.1739)
C (0.7477, -0.1157, -0.0425)
C (0.7839, 0.6929, -1.3077)
C (1.1562, -0.2090, -2.5066)
S (-0.8801, 1.2983, -1.7246)
H (-2.8170, -1.6544, 2.1097)
H (-2.8088, -0.7639, 0.5751)
H (0.1598, 0.1833, 3.3336)
H (0.9402, -1.0897, 2.3959)
H (-0.0478, 1.5398, 1.2516)
H (1.6141, -0.4840, 0.3994)
H (0.1753, -0.9222, -0.4089)
H (1.3673, 1.5425, -1.3333)
H (1.4009, 0.3806, -3.4712)
H (0.2822, -0.8162, -2.8175)
H (1.9653, -0.8425, -2.2089)
H (-0.7386, 2.4598, -1.1224)

Entry 3:
Formula: C7H12Si
Source: OMol25
Level of theory: the ωB97M-V functional and the def2-TZVPD basis

## Properties
Energy relative to the best compared isomer or geometry (same formula, charge and spin) ... 468.9 kJ/mol
Total charge ... 0
Gap between HOMO and LUMO (spin up / spin down) ... 7.51 / 7.41 eV
E ... -563.2071 Ha
Multiplicity ... 1
E_HOMO (spin up / spin down) ... -0.317 / -0.302 hartree
Strongest force on any atom ... 0.070 hartree/bohr

Element x y z (Å)
C (0.9304, 0.9908, 1.6153)
C (0.6802, -0.2855, 1.2327)
C (1.2884, 2.2366, 1.0057)
C (2.2537, 3.0457, 0.6558)
C (-1.7962, -1.9226, 0.6744)
C (0.6569, -1.8648, -1.4378)
C (-1.3993, 0.5601, -0.9915)
Si (-0.3976, -0.7717, -0.1243)
H (0.9379, 1.2182, 2.6332)
H (3.3470, 2.9072, 0.9576)
H (2.0907, 3.9716, 0.1213)
H (-2.6902, -1.2447, 0.6379)
H (-1.9936, -2.7760, -0.0401)
H (-1.6515, -2.3967, 1.6666)
H (0.5946, -2.8626, -1.0879)
H (0.1014, -1.8120, -2.3056)
H (1.7064, -1.7400, -1.6991)
H (-2.1166, 0.4641, -1.8013)
H (-1.8934, 1.1385, -0.2298)
H (-0.6494, 1.1438, -1.4830)

Entry 4:
Formula: C7H12Si
Source: OMol25
Level of theory: the ωB97M-V functional and the def2-TZVPD basis

## Properties
Energy relative to the best compared isomer or geometry (same formula, charge and spin) ... 584.4 kJ/mol
Total charge ... 0
Gap between HOMO and LUMO (spin up / spin down) ... 7.42 / 7.42 eV
E ... -563.1630 Ha
Structure (SMILES) ... C=C=[Si](C)CC.C#C
Multiplicity ... 1
E_HOMO (spin up / spin down) ... -0.269 / -0.270 hartree
Strongest force on any atom ... 0.121 hartree/bohr

Element x y z (Å)
C (-0.1416, -2.9006, 1.5438)
C (0.4358, -1.9925, 0.7988)
Si (-0.0922, -0.2939, 0.4589)
C (0.1642, 1.5031, 1.2861)
C (-0.8311, -0.2306, -1.3098)
C (-2.4123, -0.2622, -1.2198)
H (-0.9834, -2.4389, 2.2830)
H (0.0831, -3.8457, 1.7484)
H (0.8340, 1.6113, 2.0973)
H (0.5390, 2.1439, 0.4717)
H (-0.8008, 1.7725, 1.5078)
H (-0.3898, 0.5321, -1.8550)
H (-0.6433, -1.0760, -1.8834)
H (-2.9095, 0.2453, -2.0990)
H (-2.8194, -1.2956, -1.2732)
H (-2.8229, 0.1859, -0.2703)
C (3.3035, 2.1495, -0.8016)
C (3.1688, 1.0183, -0.3777)
H (3.1772, 3.0972, -1.1317)
H (3.1407, 0.0769, 0.0258)

Entry 5:
Formula: C7H13B3F2O6
Source: OMol25
Level of theory: the ωB97M-V functional and the def2-TZVPD basis

## Properties
Total charge ... 0
Gap between HOMO and LUMO ... 11.56 eV
E ... -1000.5573 Ha
Multiplicity ... 1
E_HOMO ... -0.416 hartree
Strongest force on any atom ... 0.070 hartree/bohr

Element x y z (Å)
C (0.2957, -1.5704, 0.4527)
C (-0.2433, -0.7360, 1.7076)
F (-1.6812, -0.7997, 1.7604)
C (0.3403, -1.2977, 3.0920)
B (1.7893, -0.6876, 3.4222)
O (2.0014, 0.7490, 3.3723)
B (2.9100, 0.8847, 2.2505)
O (4.2388, 0.3387, 2.4858)
B (3.9727, -1.0447, 2.7942)
F (4.7850, -1.9839, 2.1304)
O (2.9728, -1.4613, 3.7344)
H (-0.3039, -1.2266, -0.4516)
H (1.3665, -1.2290, 0.2558)
H (0.2096, -2.6848, 0.5999)
H (0.0581, 0.3376, 1.5233)
H (-0.4057, -0.9624, 3.8843)
H (0.3306, -2.4274, 3.0764)
H (2.5806, 1.3478, 1.2077)
C (-2.7076, -0.0015, -3.8607)
C (-2.2970, 0.8006, -2.6459)
C (-2.1061, 2.2639, -2.9245)
O (-1.1525, 2.6382, -1.9331)
C (-0.4221, 1.5250, -1.6553)
O (0.5921, 1.5229, -1.0273)
O (-0.9985, 0.4145, -2.1918)
H (-2.7890, -1.0606, -3.6065)
H (-3.6683, 0.3392, -4.2512)
H (-1.9573, 0.0735, -4.6516)
H (-3.0052, 0.6361, -1.8272)
H (-3.0280, 2.8352, -2.8125)
H (-1.6778, 2.4667, -3.9109)

Entry 6:
Formula: C7H13Cl
Source: OMol25
Level of theory: the ωB97M-V functional and the def2-TZVPD basis

## Properties
Energy relative to the best compared isomer or geometry (same formula, charge and spin) ... 209.8 kJ/mol
Total charge ... 0
Gap between HOMO and LUMO ... 10.06 eV
E ... -734.6143 Ha
Structure (SMILES) ... C/C=C(\C)Cl.C=CC
Multiplicity ... 1
E_HOMO ... -0.334 hartree
Strongest force on any atom ... 0.085 hartree/bohr

Element x y z (Å)
C (-3.0193, -2.1623, 0.4931)
C (-2.6094, -0.7900, 1.0952)
C (-1.6908, -0.0345, 0.5478)
C (-0.6961, -0.5447, -0.4820)
Cl (-1.4646, 1.5902, 0.9774)
H (-2.3868, -2.9763, 0.9723)
H (-4.1318, -2.3579, 0.7803)
H (-2.9698, -2.2048, -0.6150)
H (-3.3013, -0.3096, 1.7044)
H (-0.2036, 0.3608, -0.9944)
H (-1.2305, -1.1202, -1.3633)
H (0.0057, -1.2385, -0.1027)
C (2.2660, 0.3988, 0.6286)
C (2.1978, 1.4829, -0.1624)
C (3.1902, 1.8356, -1.1856)
H (1.4251, 0.2653, 1.4207)
H (3.1342, -0.1530, 0.5592)
H (1.3946, 2.2457, -0.0178)
H (3.9010, 1.0228, -1.3997)
H (2.6498, 1.9683, -2.1754)
H (3.5396, 2.7211, -0.6809)

Entry 7:
Formula: C7H13Cl15
Source: OMol25
Level of theory: the ωB97M-V functional and the def2-TZVPD basis

## Properties
Energy relative to the best compared isomer or geometry (same formula, charge and spin) ... 121.3 kJ/mol
Total charge ... 0
Gap between HOMO and LUMO ... 10.82 eV
E ... -7177.3351 Ha
Structure (SMILES) ... ClC(Cl)Cl.ClCCl.ClCCl.ClCCl.ClCCl.ClCCl.ClCCl
Multiplicity ... 1
E_HOMO ... -0.401 hartree
Strongest force on any atom ... 0.028 hartree/bohr

Element x y z (Å)
Cl (5.5406, -6.2902, -4.9347)
C (5.0876, -6.4344, -3.2367)
Cl (3.8822, -5.1743, -2.7093)
Cl (6.4764, -6.4019, -2.1912)
H (4.6519, -7.4267, -3.1199)
Cl (5.3102, 9.1406, -0.0825)
C (4.2592, 8.5999, 1.1880)
Cl (4.7793, 8.9843, 2.8492)
H (3.3375, 9.1476, 0.9914)
H (4.1831, 7.5157, 1.1046)
Cl (-2.7770, -2.3189, -4.5285)
C (-3.2858, -2.4097, -6.2155)
Cl (-4.0399, -4.0111, -6.5119)
H (-4.1114, -1.7134, -6.3627)
H (-2.4607, -2.3548, -6.9256)
Cl (-1.7167, -5.0617, 3.1197)
C (-0.4930, -5.3283, 1.9349)
Cl (0.0441, -7.0378, 2.2095)
H (-0.9976, -5.2500, 0.9719)
H (0.3520, -4.6432, 2.0038)
Cl (-1.4895, -2.2051, 10.1193)
C (-0.1156, -1.5182, 9.0896)
Cl (1.2499, -0.7939, 10.0233)
H (0.2038, -2.3261, 8.4312)
H (-0.5971, -0.7101, 8.5390)
Cl (0.4180, 1.1149, 2.2955)
C (0.2963, 1.1594, 0.5448)
Cl (1.2437, 2.4322, -0.1942)
H (0.6517, 0.1994, 0.1703)
H (-0.7322, 1.3600, 0.2449)
Cl (-7.5489, 5.8970, -3.7292)
C (-5.7357, 6.1061, -3.8130)
Cl (-4.9597, 4.4921, -3.6065)
H (-5.4124, 6.5705, -4.7446)
H (-5.4940, 6.6902, -2.9250)

Entry 8:
Formula: C7H13Cl2N4OP2
Source: OMol25
Level of theory: the ωB97M-V functional and the def2-TZVPD basis

## Properties
Total charge ... +1
Gap between HOMO and LUMO ... 5.78 eV
E ... -2171.5226 Ha
Multiplicity ... 1
E_HOMO ... -0.465 hartree
Strongest force on any atom ... 0.087 hartree/bohr

Element x y z (Å)
N (3.6133, 2.0441, 2.4470)
P (2.2028, 1.7894, 1.7538)
N (1.0906, 1.1674, 3.0148)
C (-0.1338, 0.8226, 2.4024)
N (-0.2899, -0.0388, 1.3771)
N (-1.3006, 1.5062, 2.8908)
P (-1.8103, 2.4964, 1.4929)
O (-2.7520, 3.5980, 1.8688)
H (3.8333, 3.0338, 2.3450)
H (2.2837, 0.8524, 0.6785)
H (1.7202, 3.0319, 1.2367)
H (1.5132, 0.3630, 3.4896)
H (0.0296, 0.2676, 0.4519)
H (-0.7721, -0.9291, 1.4218)
H (-2.0449, 0.8282, 3.0859)
H (-0.5660, 2.9607, 0.9527)
H (-2.3143, 1.5624, 0.5479)
Cl (-2.7379, -1.0162, -1.0681)
C (-1.3855, -1.6411, -1.9497)
C (-0.3375, -0.8264, -2.3624)
Cl (-0.3103, 0.8714, -2.0143)
C (0.7271, -1.3685, -3.0720)
C (0.7460, -2.7237, -3.3685)
C (-0.2990, -3.5396, -2.9530)
C (-1.3629, -2.9987, -2.2448)
H (1.5430, -0.7359, -3.3964)
H (1.5749, -3.1426, -3.9234)
H (-0.2854, -4.5972, -3.1809)
H (-2.1751, -3.6375, -1.9239)